C7H12AuF6O4PSe3Te as an isolated structure, computed with ωB97M-V/def2-TZVPD.

Positions of all 35 atoms, in Å:
Au (0.815, -1.339, -0.553)
Se (3.252, -1.751, -1.167)
Se (4.385, -1.572, 0.753)
Te (2.681, -0.904, 2.530)
Se (1.758, -3.001, 3.190)
C (-3.049, -3.701, -1.124)
O (-1.785, -3.029, -1.215)
P (-1.408, -1.726, -0.394)
O (-2.374, -0.559, -0.919)
C (-2.042, 0.200, -2.086)
O (-2.089, -2.015, 1.003)
C (-1.830, -1.182, 2.148)
H (-3.817, -3.142, -1.657)
H (-3.343, -3.832, -0.085)
H (-2.911, -4.672, -1.591)
H (-2.351, 1.226, -1.909)
H (-2.572, -0.205, -2.949)
H (-0.967, 0.175, -2.279)
H (-2.698, -1.273, 2.795)
H (-1.699, -0.139, 1.858)
H (-0.942, -1.540, 2.666)
C (1.513, 2.488, -1.398)
C (1.734, 1.975, 0.028)
O (2.026, 0.652, 0.087)
C (2.911, 2.784, 0.671)
F (4.087, 2.191, 0.405)
F (2.827, 2.870, 2.017)
F (3.001, 4.046, 0.214)
C (0.449, 2.244, 0.855)
F (-0.628, 1.720, 0.231)
F (0.479, 1.672, 2.072)
F (0.194, 3.554, 1.035)
H (2.417, 2.300, -1.975)
H (1.286, 3.554, -1.415)
H (0.690, 1.931, -1.841)

## Properties
Lowest unoccupied orbital energy (spin up / spin down)   -0.8 / -2.4 eV
Spin multiplicity   3
Total energy   -248263.90492 eV
Net charge   0

C7H12Br2ClN4NdS4 as an isolated structure, computed with ωB97M-V/def2-TZVPD.

Positions of all 31 atoms, in Å:
Nd (-0.219, -0.879, 0.542)
Br (2.643, -2.220, 1.432)
C (2.669, -1.004, 2.927)
Br (2.045, 0.735, 2.373)
H (3.679, -0.911, 3.294)
H (1.965, -1.379, 3.653)
S (0.488, 0.078, -4.105)
C (0.197, 0.036, -2.472)
S (-1.420, -0.164, -1.839)
S (1.537, 0.011, -1.338)
N (-0.581, -3.020, -3.165)
C (0.334, -3.242, -2.233)
N (1.613, -3.203, -2.606)
S (-0.126, -3.584, -0.611)
H (-0.318, -2.557, -4.025)
H (-1.508, -2.807, -2.834)
H (1.869, -2.752, -3.470)
H (2.312, -3.253, -1.889)
C (0.109, 3.058, 0.019)
C (-0.979, 2.560, 0.899)
N (-1.254, 1.312, 1.243)
C (-2.415, 1.358, 2.002)
C (-2.823, 2.639, 2.136)
N (-1.904, 3.386, 1.432)
H (0.885, 2.310, -0.100)
H (0.547, 3.975, 0.420)
H (-0.281, 3.267, -0.980)
H (-2.855, 0.470, 2.421)
H (-3.664, 3.076, 2.647)
H (-1.919, 4.383, 1.316)
Cl (-0.626, -1.678, 2.909)

## Properties
Lowest unoccupied orbital energy (spin up / spin down)   0.0 / 0.0 eV
Spin multiplicity   4
Total energy   -224645.19695 eV
Net charge   0
Energy above the lowest of the compared OMol25 structures with the same formula, charge and spin   0.0 kJ/mol

A single C7H12BrClN2O molecule, computed with ωB97M-V/def2-TZVPD.

Positions of all 24 atoms, in Å:
C (1.466, -0.157, 1.438)
C (0.108, 0.238, 0.765)
C (-0.141, 1.736, 0.967)
N (-1.054, -0.452, 1.363)
Cl (-1.467, -0.336, 3.178)
C (-1.980, -0.832, 0.404)
O (-3.103, -1.270, 0.611)
N (-1.394, -0.652, -0.866)
Br (-2.286, -0.992, -2.595)
C (-0.018, -0.262, -0.735)
C (0.911, -1.463, -1.012)
C (0.204, 0.863, -1.814)
H (1.525, 0.234, 2.432)
H (1.584, -1.264, 1.441)
H (2.272, 0.281, 0.866)
H (-0.156, 1.968, 2.010)
H (-1.149, 2.039, 0.582)
H (0.623, 2.307, 0.468)
H (0.609, -2.341, -0.407)
H (1.965, -1.222, -0.850)
H (0.768, -1.796, -2.016)
H (1.183, 1.312, -1.703)
H (0.110, 0.420, -2.809)
H (-0.580, 1.642, -1.718)

## Properties
Lowest unoccupied orbital energy   -1.1 eV
Spin multiplicity   1
Total energy   -95044.48600 eV
Net charge   0
SMILES string   CC1(C)N(Cl)C(=O)N(Br)C1(C)C
Energy above the lowest of the compared OMol25 structures with the same formula, charge and spin   4.2 kJ/mol